Record 1
The following is a quantum chemistry calculation of C3H9NO3S as an isolated structure, from OMol25.

For the energy relative to the best compared isomer or geometry (same formula, charge and spin), the calculation gives 303.86 kJ/mol. Its HOMO energy is -0.3668 Ha. The total energy is -798.286457 a.u. The value obtained for the frontier orbital gap is 9.9910 eV. The LUMO energy is 0.0004 Eh.

Structure (ORCA input):
```
! RIJCOSX wB97M-V def2-TZVPD def2/J DEFGRID3
* xyz 0 1
S 0.207 0.072 -0.143
O -0.069 0.468 1.239
O 3.159 0.753 0.581
O -0.351 -1.245 -0.367
N -1.469 1.327 -1.095
C 3.646 1.566 -0.479
C -2.797 1.142 0.878
C -2.322 1.864 -0.400
H -0.976 1.820 -1.818
H -2.721 -0.006 0.826
H -2.548 3.022 -0.427
H 2.865 1.248 1.372
H 3.683 0.943 -1.354
H 2.989 2.357 -0.572
H -2.059 1.276 1.576
H -3.752 1.607 1.150
H 4.666 1.923 -0.219
*
```

Record 2
The following is a quantum chemistry calculation of a 10-piece molecular cluster, C20H60O15 overall, from OMol25.

For the energy relative to the best compared isomer or geometry (same formula, charge and spin), the calculation gives 234.70 kJ/mol. Its HOMO energy is -0.3527 Ha. Its SMILES is OCCO.OCCO.OCCO.OCCO.OCCO.CCO.CCO.CCO.CCO.CCO. The total energy is -1926.418370 a.u. The value obtained for the frontier orbital gap is 9.4304 eV. The LUMO energy is -0.0062 Eh.

Structure (ORCA input):
```
! RIJCOSX wB97M-V def2-TZVPD def2/J DEFGRID3
* xyz 0 1
O -18.018 -7.588 0.956
O -13.971 -9.892 -5.601
O -14.987 -10.127 1.551
O -19.690 -14.580 1.132
O -18.104 -6.417 -1.888
O -17.088 -15.212 -3.221
O -20.367 -12.133 -0.973
O -13.096 -12.326 -1.870
O -15.521 -10.776 -1.162
O -10.720 -13.788 -1.419
O -17.615 -9.932 -5.481
O -17.758 -13.762 -1.183
O -12.858 -7.773 -3.799
O -14.105 -7.431 2.106
O -18.997 -12.567 -5.340
C -21.114 -9.745 -0.666
C -19.750 -16.934 1.101
C -20.976 -11.982 -4.386
C -20.581 -15.648 1.158
C -17.026 -7.543 -0.068
C -16.454 -11.787 -1.636
C -16.366 -9.320 -5.506
C -16.712 -12.993 -0.756
C -15.293 -10.391 -5.650
C -13.075 -6.986 -1.580
C -13.736 -7.765 -2.731
C -20.033 -10.831 -0.536
C -13.730 -9.636 1.210
C -19.611 -12.565 -4.104
C -13.256 -8.494 2.084
C -15.841 -15.228 -3.797
C -17.633 -7.675 -1.458
C -12.967 -13.115 -0.765
C -15.637 -14.118 -4.851
C -11.439 -13.242 -0.381
H -16.295 -8.724 -4.597
H -21.336 -11.432 -3.516
H -15.429 -11.090 -6.476
H -19.861 -10.871 0.540
H -19.278 -17.080 0.130
H -15.455 -10.287 0.728
H -20.857 -11.175 -5.110
H -16.852 -8.053 -2.118
H -13.404 -10.606 -5.301
H -22.070 -10.220 -0.448
H -21.209 -15.608 0.268
H -17.494 -14.185 -2.004
H -12.969 -10.409 1.109
H -11.351 -13.916 0.471
H -16.156 -13.204 -4.560
H -13.151 -8.884 3.096
H -21.192 -9.421 -1.703
H -14.656 -11.074 -1.453
H -19.653 -12.696 -0.664
H -17.398 -11.269 -1.800
H -14.649 -7.280 -3.078
H -20.404 -17.788 1.275
H -13.219 -8.346 -4.480
H -12.091 -7.426 -1.419
H -15.738 -16.193 -4.294
H -18.425 -8.423 -1.476
H -19.688 -13.489 -3.532
H -19.289 -14.597 0.260
H -21.692 -12.766 -4.631
H -11.191 -14.546 -1.772
H -13.589 -12.771 0.061
H -18.635 -11.680 -5.407
H -17.706 -15.683 -3.786
H -16.338 -6.709 0.070
H -13.638 -6.659 2.433
H -16.339 -8.381 0.047
H -19.126 -10.485 -1.031
H -13.694 -6.953 -0.683
H -12.249 -8.205 1.783
H -15.133 -15.253 -2.969
H -21.190 -15.574 2.059
H -16.150 -12.028 -2.655
H -11.039 -12.268 -0.100
H -16.879 -12.590 0.243
H -18.997 -16.924 1.889
H -15.890 -14.380 -5.878
H -17.545 -7.532 1.789
H -13.943 -8.780 -2.391
H -13.446 -14.058 -1.031
H -15.366 -11.027 -4.768
H -13.707 -9.242 0.193
H -14.584 -13.842 -4.797
H -16.245 -8.618 -6.331
H -12.671 -12.757 -2.615
H -19.047 -6.328 -1.731
H -18.251 -9.219 -5.385
H -15.841 -13.645 -0.687
H -13.017 -5.921 -1.805
H -19.034 -11.914 -3.447
H -20.938 -8.899 -0.001
*
```

Record 3
The following is a quantum chemistry calculation of C40H48N6OPSe2SiTl as an isolated structure, from OMol25.

For the energy relative to the best compared isomer or geometry (same formula, charge and spin), the calculation gives 0.00 kJ/mol. Its HOMO energy is -0.0456 Ha. The total energy is -7563.171265 a.u. The value obtained for the frontier orbital gap is 5.4272 eV. The LUMO energy is 0.1538 Eh.

Structure (ORCA input):
```
! RIJCOSX wB97M-V def2-TZVPD def2/J DEFGRID3
* xyz -2 1
Tl -0.708 0.222 -0.485
Se -0.782 1.871 -2.297
Se 5.067 -0.142 -0.943
P 3.298 1.057 -1.553
Si -4.588 -0.105 0.622
O 2.650 0.668 1.831
N -3.087 0.681 0.582
N -1.448 2.150 1.183
N 3.106 -0.763 3.549
N 1.882 -1.764 -0.954
N -1.768 -1.791 -2.385
N -2.992 -1.821 -4.220
C 2.909 5.109 -0.969
C 2.568 1.958 -4.156
C 0.098 -3.239 2.373
C -2.899 -3.127 -3.787
C -2.137 -3.084 -2.657
C 0.992 -5.111 -2.139
C 4.157 0.143 -5.505
C 1.268 -2.977 -1.013
C -4.516 -1.656 -0.426
C -5.045 -0.645 2.379
C -0.196 -2.641 3.584
C 3.687 2.821 -1.156
C 2.559 0.101 4.568
C 1.577 -3.863 -2.060
C 0.314 -3.371 -0.052
C -3.737 -1.327 -5.355
C -3.202 3.926 2.310
C -0.625 -0.601 2.406
C -6.049 0.927 -0.029
C 4.884 3.211 -0.557
C 3.391 1.108 -3.411
C -0.991 3.284 1.704
C -0.349 -1.183 1.163
C 0.010 -2.545 1.154
C 0.489 3.505 1.590
C 2.557 1.917 -5.543
C 3.352 1.009 -6.230
C 4.177 0.194 -4.116
C 5.098 4.533 -0.185
C -0.567 -1.307 3.597
C 2.689 3.785 -1.327
C -0.257 -4.637 -0.161
C 0.068 -5.519 -1.183
C 3.089 -0.384 2.239
C 4.117 5.492 -0.400
C -2.774 1.839 1.158
C 3.496 -2.094 3.930
C -3.682 2.764 1.759
C -2.297 -1.061 -3.339
C -1.836 4.218 2.292
H -4.744 2.550 1.767
H -2.175 0.015 -3.418
H 0.725 3.874 0.590
H 0.843 4.237 2.319
H 3.334 0.971 -7.314
H -0.914 0.441 2.436
H 2.326 1.061 4.113
H 4.282 6.523 -0.106
H 1.822 -1.223 -0.105
H 4.783 -0.580 -6.019
H -4.363 -1.412 -1.481
H 1.902 2.591 -6.085
H -5.449 -2.224 -0.334
H 3.920 -2.605 3.066
H -5.981 -1.214 2.405
H 3.562 -1.119 1.567
H 4.251 -2.066 4.722
H 0.414 -4.275 2.349
H -4.246 -1.270 2.789
H -4.644 -0.810 -5.037
H -1.822 -3.907 -2.038
H -1.439 5.133 2.712
H -0.131 -3.214 4.503
H 1.644 -0.319 4.993
H -0.814 -0.806 4.527
H 1.707 3.485 -1.679
H 2.775 -1.636 -1.414
H -5.155 0.224 3.034
H -5.691 1.670 -0.747
H 1.893 2.635 -3.657
H 2.637 -2.673 4.284
H -3.123 -0.639 -5.934
H -0.992 -4.927 0.583
H 6.038 4.811 0.281
H -3.899 4.626 2.763
H 1.257 -5.770 -2.958
H 1.036 2.571 1.717
H -3.686 -2.300 -0.125
H -3.363 -3.939 -4.323
H 4.829 -0.462 -3.553
H 5.645 2.456 -0.393
H 2.296 -3.543 -2.805
H 3.288 0.243 5.374
H -6.775 0.283 -0.536
H -0.406 -6.491 -1.241
H -6.577 1.456 0.770
H 2.115 5.835 -1.109
H -4.015 -2.166 -5.990
*
```

Record 4
The following is a quantum chemistry calculation of an isolated molecule of C3H4S2, from OMol25.

For the energy relative to the best compared isomer or geometry (same formula, charge and spin), the calculation gives 77.84 kJ/mol. Its HOMO energy is -0.3137 Ha. Its SMILES is C1=CSCS1. The total energy is -913.030834 a.u. The value obtained for the frontier orbital gap is 9.2909 eV. The LUMO energy is 0.0278 Eh.

Structure (ORCA input):
```
! RIJCOSX wB97M-V def2-TZVPD def2/J DEFGRID3
* xyz 0 1
S -1.489 -0.426 -0.536
S 1.379 -0.536 -0.533
C -0.595 1.166 -0.116
C -0.104 -1.422 0.196
C 0.694 1.080 -0.191
H -0.163 -1.432 1.333
H -0.101 -2.532 -0.200
H -1.055 2.242 -0.062
H 1.435 1.860 0.109
*
```

Record 5
The following is a quantum chemistry calculation of an isolated molecule of C3HN3O2, from OMol25.

For the energy relative to the best compared isomer or geometry (same formula, charge and spin), the calculation gives 361.62 kJ/mol. Its HOMO energy is -0.3657 Ha. Its SMILES is N#Cc1n[nH]oc1=O. The total energy is -429.514744 a.u. The value obtained for the frontier orbital gap is 9.2840 eV. The LUMO energy is -0.0245 Eh.

Structure (ORCA input):
```
! RIJCOSX wB97M-V def2-TZVPD def2/J DEFGRID3
* xyz 0 1
O -1.073 -0.949 0.791
O -0.758 -1.955 -1.290
N 0.504 0.652 0.832
N -0.380 0.110 1.464
N 1.667 1.760 -2.108
C -0.603 -0.992 -0.460
C 0.978 1.118 -1.351
C 0.248 0.365 -0.412
H -0.584 -0.110 2.535
*
```

Record 6
The following is a quantum chemistry calculation of an isolated ion of composition C5H10NO and charge +1, from OMol25.

For the energy relative to the best compared isomer or geometry (same formula, charge and spin), the calculation gives 178.09 kJ/mol. Its HOMO energy is -0.5293 Ha. Its SMILES is C=[NH+]CCCC=O. The total energy is -326.213977 a.u. The value obtained for the frontier orbital gap is 9.4462 eV. The LUMO energy is -0.1822 Eh.

Structure (ORCA input):
```
! RIJCOSX wB97M-V def2-TZVPD def2/J DEFGRID3
* xyz 1 1
O -0.443 1.185 1.536
N 1.049 -0.674 0.308
C -1.686 0.447 -0.360
C -0.863 1.433 0.422
C -0.848 -0.471 -1.306
C 0.659 -0.560 -1.125
C 2.161 -1.142 0.700
H 0.439 -0.216 1.004
H 2.363 -1.185 1.761
H -2.319 1.076 -0.983
H -1.043 -0.131 -2.322
H -2.263 -0.192 0.293
H 1.172 0.314 -1.532
H 2.919 -1.370 -0.038
H -1.276 -1.472 -1.327
H -0.449 2.334 -0.061
H 1.070 -1.455 -1.584
*
```

Record 7
The following is a quantum chemistry calculation of a 3-piece molecular cluster, C2H12N2O2 overall, from OMol25.

For the energy relative to the best compared isomer or geometry (same formula, charge and spin), the calculation gives 68.03 kJ/mol. Its HOMO energy is -0.3068 Ha. Its SMILES is CNCN.O.O. The total energy is -343.367210 a.u. The value obtained for the frontier orbital gap is 9.1079 eV. The LUMO energy is 0.0279 Eh.

Structure (ORCA input):
```
! RIJCOSX wB97M-V def2-TZVPD def2/J DEFGRID3
* xyz 0 1
O -0.260 -0.294 -2.682
O -0.373 1.844 -0.418
N -0.824 -0.987 -0.097
N 1.060 -0.068 1.271
C 0.110 0.089 2.353
C 0.614 -0.854 0.111
H 0.658 0.588 3.155
H 1.409 0.828 0.976
H -1.265 -0.084 -0.004
H 1.082 -0.418 -0.768
H -0.788 0.678 2.139
H -1.167 -1.742 0.473
H 1.008 -1.860 0.238
H -0.321 1.431 -1.300
H -0.806 -0.904 -2.140
H -0.200 -0.860 2.793
H -0.654 -0.418 -3.553
H 0.423 2.389 -0.453
*
```

Record 8
The following is a quantum chemistry calculation of C61H44CsN9O2PSe as an isolated structure, from OMol25.

For the energy relative to the best compared isomer or geometry (same formula, charge and spin), the calculation gives 47.02 kJ/mol. Its HOMO energy is -0.1362 Ha. The total energy is -5757.123807 a.u. The value obtained for the frontier orbital gap is 4.7401 eV. The LUMO energy is 0.0380 Eh.

Structure (ORCA input):
```
! RIJCOSX wB97M-V def2-TZVPD def2/J DEFGRID3
* xyz -1 1
Cs -0.827 -0.069 0.477
Se -8.310 -3.830 4.201
P 1.841 -1.029 -1.850
O -2.684 2.380 -0.757
O -1.091 1.739 3.190
N -6.570 -4.061 4.406
N -8.099 -2.470 3.105
N -4.171 -0.166 1.394
N -2.576 -1.949 2.659
N 0.840 -2.573 1.721
N 3.067 -2.030 2.220
N -0.672 4.375 0.192
N -1.033 3.564 1.085
N 2.057 0.094 1.832
C 4.436 -2.226 -1.549
C 0.849 5.624 -1.841
C 0.741 1.515 -4.847
C -0.752 0.667 4.062
C 5.725 -2.248 -1.111
C -2.506 3.316 -2.869
C -1.782 -2.756 3.365
C -1.133 4.238 -1.085
C 0.011 -3.349 1.045
C -6.896 -0.411 1.312
C 1.060 6.285 -4.171
C 0.077 -2.960 -2.686
C -0.075 5.605 -4.444
C 3.565 -1.226 -1.241
C -2.119 3.249 -1.456
C -0.456 2.948 3.439
C -6.259 0.574 0.587
C 0.571 5.493 3.933
C 5.399 -0.032 -0.182
C -2.515 -3.901 -2.531
C -4.876 0.675 0.678
C 1.931 -4.202 -4.480
C 4.025 -0.137 -0.457
C -6.817 -2.313 2.938
C 6.244 -1.074 -0.513
C -0.400 4.958 -2.103
C 1.969 0.106 -3.318
C -0.729 -2.375 -1.713
C -2.028 -2.848 -1.694
C -5.931 -3.161 3.709
C 3.161 0.469 -3.958
C 2.000 1.440 2.084
C -1.623 -4.548 -3.370
C 1.955 1.818 -5.499
C -3.902 -2.085 2.774
C 0.376 -4.372 0.173
C 2.125 -2.823 1.542
C -4.773 -1.137 2.034
C 1.716 -4.575 -0.029
C 0.698 4.466 4.873
C -1.924 4.104 -3.761
C -3.638 -3.855 4.336
C 0.668 -4.699 -4.244
C 3.824 -0.064 3.440
C 2.297 -3.069 -3.702
C 2.624 -3.784 0.681
C 2.936 -0.687 2.506
C -6.171 -1.338 2.070
C 3.127 1.301 -5.052
C 2.709 2.084 3.069
C -4.498 -3.064 3.618
C -2.257 -3.700 4.238
C 1.438 -2.515 -2.851
C 0.186 3.201 4.649
C 1.521 6.248 -2.857
C -0.500 3.911 2.376
C -0.312 -4.085 -3.432
C 3.653 1.280 3.762
C 0.770 0.654 -3.767
C -0.782 4.905 -3.457
C -0.031 5.225 2.690
H 5.691 0.889 0.291
H 1.263 1.964 1.484
H 3.957 -2.439 2.404
H -7.983 -0.483 1.413
H -1.005 -3.166 1.135
H 7.288 -1.104 -0.210
H -4.101 -4.521 5.050
H -2.373 4.053 -4.730
H 0.262 2.364 5.360
H 2.043 -5.315 -0.708
H 0.955 6.479 4.157
H 3.272 -2.578 -3.898
H 0.283 0.341 3.992
H -3.544 -4.306 -2.432
H 6.449 -3.070 -1.376
H 4.288 1.720 4.505
H -0.165 2.032 -5.132
H 2.399 6.838 -2.611
H 4.107 1.449 -5.533
H 3.394 0.613 -0.023
H 4.061 -3.029 -2.114
H -6.844 1.281 0.001
H -4.280 1.440 0.157
H -0.177 0.374 -3.288
H -1.975 -5.379 -4.038
H 3.712 -3.787 0.530
H -1.379 -0.139 3.685
H 4.108 0.027 -3.668
H -0.049 5.946 1.872
H -3.346 2.760 -3.228
H 2.559 3.109 3.447
H 4.545 -0.684 3.972
H 1.604 6.779 -4.984
H -1.023 0.876 5.089
H 1.212 4.726 5.805
H 1.252 5.532 -0.819
H -2.764 -2.452 -0.934
H 2.579 -4.653 -5.201
H -0.301 5.475 -5.509
H -0.412 -4.854 -0.422
H -1.640 -4.316 4.834
H -0.688 -2.543 3.274
H 0.347 -5.502 -4.879
H 1.946 2.540 -6.309
*
```